## P
ORCA calculation (ωB97M-V with the def2-TZVPD basis set) on C4H8OS2 as an isolated structure.

Computed properties:
- LUMO level (eV) = -1.98
- M (g mol⁻¹) = 136.241
- charge = 0
- gap between HOMO and LUMO (eV) = 7.33

Positions of all 15 atoms, in Å:
1 S -1.747 0.642 -0.210
2 S 0.232 1.563 -1.711
3 O 0.762 -2.282 2.013
4 C 0.126 -1.397 -0.178
5 C 0.389 -1.369 1.311
6 C 0.709 2.440 -0.142
7 C -1.225 -1.019 -0.670
8 H 0.166 -0.439 1.857
9 H -2.039 -1.618 -0.251
10 H -1.327 -1.096 -1.735
11 H 0.655 -2.349 -0.442
12 H 0.128 3.279 0.153
13 H 1.786 2.565 -0.192
14 H 0.886 -0.658 -0.486
15 H 0.501 1.739 0.682


## Q
ORCA calculation (ωB97M-V with the def2-TZVPD basis set) on a single C4H8OS2 molecule.

Computed properties:
- LUMO level (spin up / spin down) (eV) = 0.09 / 0.26
- M (g mol⁻¹) = 136.241
- charge = 0
- gap between HOMO and LUMO (spin up / spin down) (eV) = 6.90 / 7.72

Positions of all 15 atoms, in Å:
1 S -0.346 1.133 0.068
2 S -1.554 -1.628 0.119
3 O -1.675 3.238 -1.166
4 C -0.467 -0.461 0.682
5 C 0.837 -0.854 1.262
6 C -1.093 2.024 -1.341
7 C 1.636 -1.479 0.126
8 H -1.119 3.807 -0.597
9 H 2.588 -1.590 0.391
10 H -1.724 1.423 -1.994
11 H -2.256 -0.673 -0.243
12 H 1.435 0.043 1.715
13 H 0.726 -1.601 1.949
14 H 1.302 -2.525 -0.206
15 H 1.708 -0.859 -0.765


## R
ORCA calculation (ωB97M-V with the def2-TZVPD basis set) on a single C4H8OS2 molecule.

Computed properties:
- LUMO level (eV) = 0.47
- M (g mol⁻¹) = 136.241
- charge = 0
- gap between HOMO and LUMO (eV) = 9.68
- structure (SMILES) = CSSCC(C)=O

Positions of all 15 atoms, in Å:
1 S 1.695 -1.837 -0.569
2 S 1.499 -0.580 1.084
3 O -2.239 -0.464 -0.237
4 C -1.284 -0.777 0.465
5 C -1.280 -2.036 1.322
6 C 2.572 -0.675 -1.662
7 C -0.100 0.214 0.605
8 H -0.752 -2.816 0.767
9 H 2.015 0.230 -1.865
10 H -0.038 0.781 -0.326
11 H -0.755 -1.854 2.265
12 H 2.843 -1.183 -2.576
13 H -0.365 0.957 1.386
14 H 3.478 -0.395 -1.121
15 H -2.312 -2.334 1.556


Least stable of them? Q.


## P
ORCA calculation (ωB97M-V with the def2-TZVPD basis set) on a 5-piece molecular cluster, CH12O4 overall.

Computed properties:
- LUMO level (eV) = 0.62
- M (g mol⁻¹) = 88.103
- charge = 0
- gap between HOMO and LUMO (eV) = 11.89
- structure (SMILES) = C.O.O.O.O

Positions of all 17 atoms, in Å:
1 O -1.091 3.946 5.586
2 O -1.854 -1.937 -0.747
3 O -0.229 2.617 -2.229
4 O 0.709 0.346 1.049
5 C 1.804 -2.956 -2.129
6 H -0.100 -0.066 0.692
7 H -1.060 2.838 -2.704
8 H -1.938 3.946 6.021
9 H 2.191 -3.715 -1.448
10 H 2.141 -3.135 -3.141
11 H 0.847 1.164 0.536
12 H -2.388 -2.272 -1.464
13 H 2.144 -1.990 -1.763
14 H -0.224 3.200 -1.489
15 H -0.947 -2.160 -0.826
16 H -0.731 3.210 6.064
17 H 0.727 -3.036 -2.007


## Q
ORCA calculation (ωB97M-V with the def2-TZVPD basis set) on a 5-piece molecular cluster, CH12O4 overall.

Computed properties:
- LUMO level (eV) = 0.15
- M (g mol⁻¹) = 88.103
- charge = 0
- gap between HOMO and LUMO (eV) = 10.69
- structure (SMILES) = C.O.O.O.O

Positions of all 17 atoms, in Å:
1 O -1.815 2.684 -0.826
2 O -0.490 1.770 1.469
3 O 1.117 -0.225 -1.948
4 O 1.768 0.254 0.724
5 C -0.719 -2.147 0.542
6 H 1.176 -1.172 -2.132
7 H 1.522 0.307 -2.648
8 H 1.642 -0.098 -0.180
9 H -1.189 2.033 -1.168
10 H -1.932 2.431 0.099
11 H -1.357 -3.025 0.637
12 H -0.284 -2.093 -0.459
13 H 0.285 2.324 1.335
14 H 0.125 -2.255 1.218
15 H -1.319 -1.246 0.623
16 H -0.129 0.888 1.323
17 H 1.601 -0.429 1.392


Least stable of them? P.


## P
ORCA calculation (ωB97M-V with the def2-TZVPD basis set) on a single C3H4Cl2 molecule.

Computed properties:
- LUMO level (eV) = 0.64
- M (g mol⁻¹) = 110.971
- charge = 0
- gap between HOMO and LUMO (eV) = 10.57
- structure (SMILES) = C=C(Cl)CCl

Positions of all 9 atoms, in Å:
1 Cl -1.673 -0.907 -0.015
2 Cl 1.974 -0.341 -0.278
3 C -0.528 0.501 0.034
4 C 0.788 0.357 0.770
5 C -1.027 1.742 -0.250
6 H -2.073 1.897 -0.690
7 H 1.053 1.381 0.839
8 H 0.888 -0.260 1.662
9 H -0.391 2.598 -0.150


## Q
ORCA calculation (ωB97M-V with the def2-TZVPD basis set) on C3H4Cl2 as an isolated structure.

Computed properties:
- LUMO level (eV) = 0.69
- M (g mol⁻¹) = 110.971
- charge = 0
- gap between HOMO and LUMO (eV) = 10.84

Positions of all 9 atoms, in Å:
1 Cl -1.451 -1.051 2.515
2 Cl 1.656 1.627 -0.988
3 C 0.320 0.330 -1.013
4 C -0.743 -0.296 0.960
5 C 0.437 -0.353 0.411
6 H -0.648 0.757 -1.073
7 H -1.398 0.128 0.402
8 H 1.472 -0.493 0.747
9 H 0.356 -0.650 -1.961


Least stable of them? Q.


## P
ORCA calculation (ωB97M-V with the def2-TZVPD basis set) on a single C4H9N3S molecule.

Computed properties:
- LUMO level (spin up / spin down) (eV) = 0.30 / 0.31
- M (g mol⁻¹) = 131.204
- charge = 0
- gap between HOMO and LUMO (spin up / spin down) (eV) = 7.97 / 7.98

Positions of all 17 atoms, in Å:
1 S -3.393 -0.102 0.035
2 N 1.356 -0.913 -1.108
3 N 0.914 0.257 -1.322
4 N -0.508 0.130 0.319
5 C -1.757 0.751 0.537
6 C 1.542 1.319 -0.578
7 C 1.236 -1.441 0.238
8 C 0.004 -0.989 0.772
9 H 0.792 2.099 -0.514
10 H -2.026 1.175 1.444
11 H 1.276 -1.597 -1.867
12 H -1.698 1.617 -0.111
13 H 2.346 1.735 -1.201
14 H 1.615 -2.405 0.492
15 H -3.228 -1.130 0.791
16 H 1.898 0.958 0.372
17 H -0.370 -1.465 1.700


## Q
ORCA calculation (ωB97M-V with the def2-TZVPD basis set) on a single C4H9N3S molecule.

Computed properties:
- LUMO level (eV) = 0.89
- M (g mol⁻¹) = 131.204
- charge = 0
- gap between HOMO and LUMO (eV) = 9.43
- structure (SMILES) = N/N=C(/CS)N1CC1

Positions of all 17 atoms, in Å:
1 S 2.996 -0.073 -0.492
2 N -1.393 1.737 -0.365
3 N 0.018 1.682 -0.186
4 N 0.083 -0.803 0.194
5 C -1.280 -1.240 0.629
6 C 0.556 0.584 0.266
7 C 1.900 0.677 0.858
8 C -0.800 -1.267 -0.860
9 H -1.832 1.150 -1.047
10 H 2.283 -1.231 -0.474
11 H -0.517 -2.288 -1.226
12 H 2.234 0.120 1.823
13 H -2.128 -0.533 1.189
14 H -1.173 -2.388 0.981
15 H 2.120 1.740 0.965
16 H -1.776 2.670 -0.641
17 H -1.293 -0.536 -1.613


Least stable of them? P.


## P
ORCA calculation (ωB97M-V with the def2-TZVPD basis set) on a 2-piece molecular cluster, C3H7O2S overall.

Computed properties:
- LUMO level (eV) = 3.99
- M (g mol⁻¹) = 107.154
- charge = -1
- gap between HOMO and LUMO (eV) = 7.07

Positions of all 13 atoms, in Å:
1 S 0.566 0.495 -1.353
2 O -1.939 -3.491 -1.609
3 O -1.668 -1.330 -1.022
4 C 0.828 1.064 1.405
5 C -1.264 -2.541 -1.268
6 C 0.753 1.720 0.010
7 H 0.414 0.049 1.377
8 H 1.772 1.153 1.984
9 H -0.161 2.339 0.006
10 H 0.238 1.688 2.120
11 H -0.186 -2.745 -1.184
12 H -0.951 -0.815 -0.496
13 H 1.598 2.413 0.030


## Q
ORCA calculation (ωB97M-V with the def2-TZVPD basis set) on a 2-piece molecular cluster, C3H7O2S overall.

Computed properties:
- LUMO level (eV) = 3.22
- M (g mol⁻¹) = 107.154
- charge = -1
- gap between HOMO and LUMO (eV) = 7.33

Positions of all 13 atoms, in Å:
1 S -2.408 -0.056 -0.842
2 O 2.006 -1.840 0.457
3 O 1.776 0.203 1.391
4 C -0.715 0.399 -0.231
5 C -0.335 1.746 -0.765
6 C 2.411 -0.764 0.929
7 H -0.053 -0.406 -0.547
8 H 3.542 -0.690 0.947
9 H -3.160 -0.029 0.294
10 H -0.659 0.327 0.853
11 H -1.127 2.475 -0.586
12 H 0.548 2.164 -0.265
13 H -0.026 1.732 -1.812


Least stable of them? P.


## P
ORCA calculation (ωB97M-V with the def2-TZVPD basis set) on a 2-piece molecular cluster, C3H7O2S overall.

Computed properties:
- LUMO level (eV) = 3.65
- M (g mol⁻¹) = 107.154
- charge = -1
- gap between HOMO and LUMO (eV) = 7.90

Positions of all 13 atoms, in Å:
1 S -0.492 -0.997 0.775
2 O 0.637 0.753 -3.354
3 O 1.258 -0.145 -1.368
4 C -1.099 1.082 2.460
5 C 0.444 0.205 -2.270
6 C -0.031 -0.004 2.240
7 H -0.663 0.019 -2.109
8 H -0.721 2.076 2.275
9 H 0.976 0.437 2.185
10 H -2.040 0.873 1.971
11 H 0.560 -0.845 -0.313
12 H -1.410 0.973 3.510
13 H 0.109 -0.708 3.064


## Q
ORCA calculation (ωB97M-V with the def2-TZVPD basis set) on a 3-piece molecular cluster, C3H7O2S overall.

Computed properties:
- LUMO level (eV) = 0.18
- M (g mol⁻¹) = 107.154
- charge = -1
- gap between HOMO and LUMO (eV) = 3.59

Positions of all 13 atoms, in Å:
1 S -3.640 -0.234 0.095
2 O 0.695 0.207 -2.252
3 O 1.742 -0.834 1.738
4 C 1.067 0.838 -0.024
5 C 0.520 -0.226 -1.107
6 C -0.413 0.525 -0.253
7 H -1.075 1.100 -0.899
8 H -4.006 -1.434 -0.389
9 H 2.249 -1.056 2.532
10 H 0.822 -1.259 -0.935
11 H 1.301 1.897 -0.156
12 H 1.460 0.311 0.924
13 H -0.725 0.164 0.724


Least stable of them? Q.